Computed, not measured: C5H8F2O as an isolated structure, with ωB97M-V/def2-TZVPD.

Structure (XYZ):
```
16
Properties=species:S:1:pos:R:3:nbo_charge:R:1
C -1.862 0.376 0.469 0.390
C -0.563 -1.637 -0.462 -0.654
C 1.938 0.697 -0.159 -0.689
C -0.573 -0.459 0.500 -0.325
C 0.556 1.167 -0.026 0.767
O -2.742 0.010 -0.258 -0.534
F 0.244 2.046 0.908 -0.332
F 0.159 1.587 -1.204 -0.334
H -2.016 1.203 1.187 0.134
H 0.229 -2.326 -0.223 0.210
H -1.587 -2.167 -0.206 0.243
H -0.355 -1.469 -1.486 0.229
H 2.599 1.433 -0.528 0.227
H 2.239 0.444 0.756 0.219
H 1.897 -0.287 -0.741 0.236
H -0.161 -0.618 1.472 0.213
```

Computed properties:
Orbital gap in eV: 10.12
E_tot in eV: -12794.8827
Energy relative to the best compared isomer or geometry (same formula, charge and spin) in kJ/mol: 177.2
Charge: 0
E_HOMO in eV: -9.3